one.
Here is a structure of composition C3H7CsNO from the OMol25 dataset. Energies are from ωB97M-V/def2-TZVPD.

Element x y z (Å)
Cs: 2.0553 -1.9109 -1.4702
C: 0.2446 -1.7125 0.2520
C: -0.3510 -0.3482 0.5948
O: -0.9371 -0.2563 1.6178
N: -0.1776 0.6539 -0.2889
C: -0.5147 2.0636 -0.0399
H: 0.7358 -1.7859 -0.7183
H: -0.5670 -2.4352 0.1677
H: 0.9914 -2.0422 0.9742
H: 0.5154 0.4175 -0.9846
H: -0.8441 2.4522 -1.0035
H: 0.2868 2.6673 0.3857
H: -1.4378 2.2367 0.5133

Computed properties:
* orbital gap: 9.26 eV
* highest occupied orbital energy: -13.4 eV
* net charge: +1

two.
Here is a structure of composition C3H7CsNO from the OMol25 dataset. Energies are from ωB97M-V/def2-TZVPD.

Element x y z (Å)
Cs: -19.9417 14.2826 17.6183
C: -17.2983 16.4682 16.0278
C: -16.0704 16.1455 15.1784
O: -15.2268 16.9718 15.1126
N: -16.0316 14.9508 14.5568
C: -14.8585 14.4018 13.8605
H: -18.0843 15.7130 16.0323
H: -17.7993 17.3364 15.5996
H: -17.0559 16.6321 17.0778
H: -16.7456 14.3284 14.9076
H: -15.2641 13.8330 13.0238
H: -14.1921 13.7959 14.4746
H: -14.2748 15.1189 13.2834

Computed properties:
* orbital gap: 8.31 eV
* highest occupied orbital energy: -12.5 eV
* net charge: +1

Quick one: least stable of them? one

one.
Here is an isolated molecule of C4H7NO from the OMol25 dataset. Energies are from ωB97M-V/def2-TZVPD.

Element x y z (Å)
C: 1.7075 -0.3993 -0.2833
C: -0.0688 0.9991 0.5606
O: 0.5263 1.9686 0.9642
N: 0.3987 -0.2513 0.2597
C: -0.9145 -0.7806 -0.1479
C: -1.4852 0.6156 0.1887
H: 2.2182 0.5713 -0.1818
H: 2.2133 -1.1529 0.2942
H: 1.6830 -0.6776 -1.3427
H: -1.2992 -1.5843 0.4868
H: -0.9847 -1.1189 -1.1895
H: -2.1137 0.6653 1.0658
H: -1.8810 1.1449 -0.6748

Computed properties:
* orbital gap: 10.30 eV
* highest occupied orbital energy: -9.4 eV
* net charge: 0
* SMILES: CN1CCC1=O

two.
Here is an isolated molecule of C4H7NO from the OMol25 dataset. Energies are from ωB97M-V/def2-TZVPD.

Element x y z (Å)
C: -1.2157 0.1895 0.0268
C: 0.0503 -0.1738 0.0964
C: 0.7008 -0.8524 1.2934
C: 1.0116 0.2233 -1.0099
N: -1.7547 1.0442 -1.3575
O: -2.9342 1.2201 -1.3147
H: -1.9094 0.2297 0.9201
H: 0.0408 -1.0524 2.1336
H: 1.0378 -1.7599 1.0502
H: 1.3293 -0.0978 1.6312
H: 1.8792 0.6316 -0.4400
H: 0.4855 1.0652 -1.4733
H: 1.2786 -0.6673 -1.5562

Computed properties:
* orbital gap: 8.80 eV
* highest occupied orbital energy: -8.8 eV
* net charge: 0
* SMILES: CC(C)=CN=O

Quick one: least stable of them? two

one.
Here is an isolated molecule of C4H7NO from the OMol25 dataset. Energies are from ωB97M-V/def2-TZVPD.

Element x y z (Å)
C: -0.0859 1.1323 0.6586
C: -0.2220 0.6583 -0.9241
C: 0.0886 -0.8428 -1.0597
C: 1.0244 -1.3737 -0.2936
H: -1.7197 0.1584 1.2965
H: -0.7781 0.5203 2.5445
H: -1.1060 0.8912 -1.4154
H: 0.4547 1.2256 -1.4727
H: -0.5829 -1.2774 -1.8199
H: 1.2580 -2.4399 -0.3668
H: 1.6872 -0.8481 0.3725
N: -0.8343 0.3509 1.5394
O: 0.8160 1.8449 0.9408

Computed properties:
* orbital gap: 10.40 eV
* highest occupied orbital energy: -9.4 eV
* net charge: 0
* SMILES: C=CCC(N)=O

two.
Here is an isolated molecule of C4H7NO from the OMol25 dataset. Energies are from ωB97M-V/def2-TZVPD.

Element x y z (Å)
C: -0.3111 0.6936 1.2055
C: 0.3414 0.7998 -0.1765
C: 1.3015 -0.2146 -0.7038
N: -0.0449 -0.1436 -1.2402
C: -0.9382 -1.0502 -0.6601
O: -0.6491 -2.0980 -0.1366
H: -1.0152 1.5210 1.3257
H: 0.4625 0.7468 1.9697
H: -0.8790 -0.2199 1.4202
H: 0.4493 1.8294 -0.5135
H: 2.0892 0.0767 -1.3982
H: 1.5250 -1.0887 -0.0989
H: -1.9558 -0.6274 -0.6459

Computed properties:
* orbital gap: 11.00 eV
* highest occupied orbital energy: -9.9 eV
* net charge: 0
* SMILES: C[C@H]1CN1C=O

three.
Here is an isolated molecule of C4H7NO from the OMol25 dataset. Energies are from ωB97M-V/def2-TZVPD.

Element x y z (Å)
C: 0.3192 -0.8255 -0.2606
C: -0.3517 0.3379 -0.1995
C: 1.7977 -0.5536 -0.2785
C: -1.8305 0.8084 -0.0442
N: 1.8115 0.7907 0.2941
O: 0.6945 1.4404 -0.0872
H: -0.2655 -1.7143 -0.3844
H: 2.1888 -1.3229 0.3682
H: 2.1791 -0.6449 -1.2601
H: -1.6542 1.7912 0.0415
H: -2.1764 0.4506 0.8837
H: -2.4277 0.4127 -0.9143
H: 1.7443 0.7210 1.3088

Computed properties:
* orbital gap: 9.75 eV
* highest occupied orbital energy: -8.7 eV
* net charge: 0
* SMILES: CC1=CCNO1

four.
Here is an isolated molecule of C4H7NO from the OMol25 dataset. Energies are from ωB97M-V/def2-TZVPD.

Element x y z (Å)
O: -2.0840 0.5818 0.6746
C: -1.2504 0.0791 -0.3557
C: 0.1859 0.6024 -0.1919
C: 1.1417 -0.3358 0.5620
C: 1.6915 -1.4034 -0.2834
N: 2.1351 -2.2224 -0.9687
H: -2.2183 1.5267 0.5151
H: -1.6489 0.3281 -1.3510
H: -1.2963 -1.0115 -0.2567
H: 0.0918 1.5013 0.4253
H: 0.6357 0.8984 -1.1475
H: 0.6334 -0.7891 1.4209
H: 1.9827 0.2443 0.9572

Computed properties:
* orbital gap: 11.52 eV
* highest occupied orbital energy: -10.8 eV
* net charge: 0
* SMILES: N#CCCCO

Quick one: least stable of them? three

one.
Here is a cluster of 2 separate species, C4H7NO in total from the OMol25 dataset. Energies are from ωB97M-V/def2-TZVPD.

Element x y z (Å)
C: -0.0232 -1.3536 1.2512
N: 0.2990 -0.4279 0.4586
C: 1.2841 -0.6961 -0.5603
C: -0.8571 1.8988 -0.7509
C: -1.4880 1.1931 0.1687
O: -2.2263 0.6988 0.9322
H: 1.7109 -1.7042 -0.4796
H: -0.7590 -1.1504 2.0286
H: 0.3988 -2.3621 1.1818
H: 0.8288 -0.5686 -1.5485
H: 2.0831 0.0453 -0.4612
H: 0.1949 1.7794 -0.9568
H: -1.4460 2.6476 -1.2639

Computed properties:
* orbital gap: 9.69 eV
* highest occupied orbital energy: -8.7 eV
* net charge: 0
* SMILES: C=C=O.C=NC

two.
Here is an isolated molecule of C4H7NO from the OMol25 dataset. Energies are from ωB97M-V/def2-TZVPD.

Element x y z (Å)
C: 0.1320 -0.5166 -0.4614
N: 2.2726 0.1161 0.2400
C: 1.3526 -0.7880 0.3904
C: -1.0645 -0.5535 0.4488
C: -1.9197 0.4364 0.6240
O: 0.2288 0.6665 -1.2449
H: -0.6282 0.8230 -1.6501
H: 3.1356 0.0441 0.7569
H: 2.1696 0.9268 -0.3738
H: 0.0624 -1.3978 -1.1291
H: -1.1696 -1.4887 0.9789
H: -2.7553 0.3462 1.2954
H: -1.8163 1.3857 0.1249

Computed properties:
* orbital gap: 9.19 eV
* highest occupied orbital energy: -8.4 eV
* net charge: 0

three.
Here is an isolated molecule of C4H7NO from the OMol25 dataset. Energies are from ωB97M-V/def2-TZVPD.

Element x y z (Å)
N: 2.3354 -0.2294 0.1197
C: 1.0920 0.1928 -0.2730
O: 0.9452 1.2767 -0.8046
C: -0.2406 -0.2884 0.2739
C: -1.4474 -0.4124 -0.6163
C: -1.4639 0.6172 0.4605
H: 2.6327 -1.1542 0.3573
H: 3.0961 0.4200 -0.0139
H: -0.0886 -1.0107 1.0493
H: -1.3341 -0.0428 -1.6314
H: -2.0440 -1.3116 -0.5120
H: -2.0853 0.4321 1.3393
H: -1.4039 1.6590 0.1612

Computed properties:
* orbital gap: 10.46 eV
* highest occupied orbital energy: -9.5 eV
* net charge: 0
* SMILES: NC(=O)C1CC1

four.
Here is an isolated molecule of C4H7NO from the OMol25 dataset. Energies are from ωB97M-V/def2-TZVPD.

Element x y z (Å)
O: -0.0574 -2.4717 1.8990
C: -0.1861 -1.3770 1.4115
C: -0.3223 -1.1369 -0.0803
N: -0.0230 0.1680 -0.5017
C: 0.9986 1.0201 -0.8792
C: -0.4539 1.4752 -0.3416
H: -0.2408 -0.4559 2.0368
H: -1.3685 -1.3345 -0.3607
H: 0.3099 -1.8356 -0.6339
H: 1.1877 1.2423 -1.9292
H: 1.9467 0.9591 -0.2996
H: -0.4063 2.0483 0.5866
H: -1.3846 1.6985 -0.9078

Computed properties:
* orbital gap: 9.42 eV
* highest occupied orbital energy: -8.5 eV
* net charge: 0
* SMILES: O=CCN1CC1

Quick one: least stable of them? four

one.
Here is an isolated molecule of C4H7NO from the OMol25 dataset. Energies are from ωB97M-V/def2-TZVPD.

Element x y z (Å)
C: -1.3178 -0.8915 -0.3362
O: -0.8148 0.2960 -0.7320
C: 0.5803 0.4405 -0.4206
C: 0.7796 1.5037 0.6441
C: 1.1155 -0.8990 0.0380
N: 0.0977 -1.6398 0.1170
H: -1.9570 -0.8213 0.5387
H: -0.0991 -2.5975 0.3135
H: -1.8380 -1.3856 -1.1559
H: 1.0825 0.7396 -1.3477
H: 0.3184 2.4438 0.3288
H: 0.3293 1.1900 1.5897
H: 1.8455 1.6693 0.8148

Computed properties:
* orbital gap: 9.46 eV
* highest occupied orbital energy: -8.6 eV
* net charge: 0

two.
Here is a cluster of 2 separate species, C4H7NO in total from the OMol25 dataset. Energies are from ωB97M-V/def2-TZVPD.

Element x y z (Å)
C: 0.6125 -0.5581 -0.5762
C: 1.1369 -0.7970 0.7044
N: 2.1654 -0.0244 1.0391
C: 2.4956 0.7619 -0.1366
C: 1.3979 0.5423 -0.9883
H: -0.4207 -0.6514 -0.9396
H: 0.6988 -1.4026 1.5490
H: 2.8839 -0.1397 1.7051
H: 3.1759 1.5680 -0.2062
H: 1.2218 1.2283 -1.8435
H: -5.8981 -0.2461 -0.9946
H: -4.7680 -0.2256 0.0810
O: -5.7386 0.0431 -0.0807

Computed properties:
* orbital gap: 8.97 eV
* highest occupied orbital energy: -8.3 eV
* net charge: 0
* SMILES: c1cc[nH]c1.O

Quick one: least stable of them? one

one.
Here is an isolated molecule of C4H7NO from the OMol25 dataset. Energies are from ωB97M-V/def2-TZVPD.

Element x y z (Å)
C: 0.1581 -0.8849 1.0460
C: 0.4082 1.2659 0.0520
C: -0.6583 0.5735 -0.6990
C: -0.6561 -0.8519 -0.2048
H: 1.0595 -1.6188 0.9016
H: -0.4007 -0.8287 2.0560
H: 0.1363 2.2185 0.6529
H: 1.1987 1.4063 -0.6517
H: -1.7092 1.1376 -1.0542
H: -0.6818 -1.0306 -1.8590
H: -1.3387 -1.8124 -0.3136
N: -0.1213 -0.4242 -1.3925
O: 0.8842 0.3603 1.1063

Computed properties:
* orbital gap: 9.87 eV
* highest occupied orbital energy: -8.9 eV
* net charge: 0
* SMILES: C1OC[C@H]2N[C@@H]12

two.
Here is an isolated molecule of C4H7NO from the OMol25 dataset. Energies are from ωB97M-V/def2-TZVPD.

Element x y z (Å)
C: -0.9957 0.0392 0.1472
C: 2.5140 0.8212 0.0316
C: 1.4782 -0.1097 -0.2333
C: -2.3249 -0.7981 -0.0260
N: 0.3555 -0.6361 -0.1695
O: 2.7280 -0.5037 -0.3487
H: -0.8264 0.4214 1.2563
H: -0.8617 0.8066 -0.6588
H: 2.9340 1.5999 -0.5399
H: 2.7511 1.1030 1.0266
H: -2.4601 -1.0934 -1.1788
H: -2.2545 -1.6731 0.4528
H: -3.0373 0.0228 0.2406

Computed properties:
* orbital gap: 10.13 eV
* highest occupied orbital energy: -9.1 eV
* net charge: 0
* SMILES: CC/N=C1\CO1

three.
Here is an isolated molecule of C4H7NO from the OMol25 dataset. Energies are from ωB97M-V/def2-TZVPD.

Element x y z (Å)
C: 1.6494 -0.2332 0.2694
C: 0.5118 -0.1871 -0.6892
C: -0.3891 1.0074 -0.2550
C: -1.2968 -0.0544 0.4216
H: 1.3794 -0.4849 1.3533
H: 0.7995 -0.2317 -1.7333
H: -0.8144 1.4819 -1.1534
H: -0.0538 1.7969 0.3786
H: -1.1208 -0.0372 1.5034
H: -2.3657 0.0274 0.2899
H: -0.4704 -2.0029 0.0092
N: -0.6357 -1.0715 -0.3913
O: 2.8066 -0.0106 -0.0031

Computed properties:
* orbital gap: 10.14 eV
* highest occupied orbital energy: -9.2 eV
* net charge: 0
* SMILES: O=C[C@@H]1CCN1

four.
Here is an isolated molecule of C4H7NO from the OMol25 dataset. Energies are from ωB97M-V/def2-TZVPD.

Element x y z (Å)
C: -1.4705 -0.2011 0.3425
C: -0.2773 -0.4748 -0.6138
C: 0.4800 1.0414 -0.0973
C: 1.5960 0.0788 0.2113
O: 2.6556 0.1633 0.7685
N: 0.9608 -1.0216 -0.2607
H: -2.1180 -0.9698 0.0105
H: -1.2920 -0.3584 1.3924
H: -2.0715 0.7022 0.2746
H: -0.4683 -0.3245 -1.6670
H: 0.5915 1.6252 -0.9972
H: 0.2187 1.7109 0.7356
H: 1.1950 -1.9718 -0.0995

Computed properties:
* orbital gap: 10.31 eV
* highest occupied orbital energy: -9.4 eV
* net charge: 0
* SMILES: C[C@H]1CC(=O)N1

Quick one: least stable of them? one